i:
{
  "formula": "C4H6O",
  "method": "ωB97M-V/def2-TZVPD",
  "elements": ["O", "C", "C", "C", "C", "H", "H", "H", "H", "H", "H"],
  "positions_angstrom": [[-0.024, 1.932, 0.058], [0.047, -1.139, 1.051], [0.662, -0.504, -0.185], [-0.478, -0.019, 1.565], [0.031, 0.782, 0.417], [-0.553, 1.294, -2.382], [1.756, -0.499, -0.239], [-1.056, 0.214, 2.455], [-0.676, 0.880, -2.990], [0.250, -0.814, -1.151], [0.046, -2.172, 1.389]],
  "total_charge": 0,
  "homo_lumo_gap_ev": 10.38
}

ii:
{
  "formula": "C4H6O",
  "method": "ωB97M-V/def2-TZVPD",
  "elements": ["O", "C", "C", "C", "C", "H", "H", "H", "H", "H", "H"],
  "positions_angstrom": [[-1.143, -1.415, 0.773], [1.629, -0.266, 0.972], [-1.050, 0.569, -0.626], [-1.339, -0.878, -0.296], [2.601, 0.408, 0.750], [-1.883, -1.394, -1.117], [3.500, 0.966, 0.601], [-2.016, 1.078, -0.646], [0.704, -0.792, 1.131], [-0.388, 1.066, 0.088], [-0.615, 0.658, -1.630]],
  "total_charge": 0,
  "smiles": "CC=O.C#C",
  "homo_lumo_gap_ev": 11.23
}

iii:
{
  "formula": "C4H6O",
  "method": "ωB97M-V/def2-TZVPD",
  "elements": ["O", "C", "C", "C", "C", "H", "H", "H", "H", "H", "H"],
  "positions_angstrom": [[0.550, -1.724, 1.185], [0.486, -0.811, 0.299], [-0.618, 0.297, 0.563], [1.566, -0.072, -0.316], [-1.602, 0.643, -0.255], [-0.529, 0.686, 1.569], [0.269, -1.190, -0.818], [-2.349, 1.361, 0.066], [1.353, 0.580, -1.154], [-1.684, 0.272, -1.269], [2.558, -0.040, 0.130]],
  "total_charge": 0,
  "homo_lumo_gap_ev": [8.47, 7.12]
}

iv:
{
  "formula": "C4H6O",
  "method": "ωB97M-V/def2-TZVPD",
  "elements": ["O", "C", "C", "C", "C", "H", "H", "H", "H", "H", "H"],
  "positions_angstrom": [[1.605, -0.907, -0.990], [0.888, 0.534, 0.819], [-1.897, -0.163, 0.005], [-0.654, 0.226, -0.046], [0.607, 0.335, -0.610], [0.934, -0.269, 1.540], [-2.590, 0.222, 0.748], [0.791, 1.136, -1.315], [1.352, 1.463, 1.120], [1.262, -1.704, -0.555], [-2.297, -0.873, -0.716]],
  "total_charge": 0,
  "smiles": "C=C1C[C@H]1O",
  "homo_lumo_gap_ev": 9.82
}

Stability verdict: i, ahead by 0.168 eV

i:
{
  "formula": "C4H6O",
  "method": "ωB97M-V/def2-TZVPD",
  "elements": ["O", "C", "C", "C", "C", "H", "H", "H", "H", "H", "H"],
  "positions_angstrom": [[-0.866, 1.158, 0.856], [1.385, 0.541, -0.789], [1.252, 0.227, 0.514], [-0.120, 0.113, 0.539], [-0.886, -1.095, 0.142], [-1.813, -0.839, -0.378], [-0.241, 1.843, 1.157], [0.471, 0.522, -1.407], [2.252, 0.888, -1.334], [-1.125, -1.603, 1.076], [-0.275, -1.758, -0.475]],
  "total_charge": 0,
  "smiles": "C=C=C(C)O",
  "homo_lumo_gap_ev": 9.50
}

ii:
{
  "formula": "C4H6O",
  "method": "ωB97M-V/def2-TZVPD",
  "elements": ["O", "C", "C", "C", "C", "H", "H", "H", "H", "H", "H"],
  "positions_angstrom": [[-1.504, -0.624, -1.310], [-0.776, -0.208, 0.696], [0.675, -0.120, 0.953], [0.713, 0.150, -0.558], [-0.909, 0.346, -0.720], [-1.190, 1.400, -0.887], [1.182, -1.011, 1.329], [0.967, 0.752, 1.544], [-1.406, -1.060, 0.960], [1.228, 1.073, -0.840], [1.018, -0.699, -1.166]],
  "total_charge": 0,
  "homo_lumo_gap_ev": [8.01, 8.48]
}

Stability verdict: i, ahead by 0.879 eV

i:
{
  "formula": "C4H6O",
  "method": "ωB97M-V/def2-TZVPD",
  "elements": ["O", "C", "C", "C", "C", "H", "H", "H", "H", "H", "H"],
  "positions_angstrom": [[2.479, 0.684, -0.721], [1.237, 0.413, -0.551], [0.184, -0.114, 0.015], [0.096, -0.910, -1.163], [-0.432, -0.149, 1.387], [-0.346, -0.450, -2.004], [-1.050, -1.026, 1.611], [2.685, 1.333, -1.444], [-1.094, 0.704, 1.550], [0.477, -0.057, 1.978], [-0.112, -2.074, -1.121]],
  "total_charge": 0,
  "smiles": "CC1=C(O)C1",
  "homo_lumo_gap_ev": 8.18
}

ii:
{
  "formula": "C4H6O",
  "method": "ωB97M-V/def2-TZVPD",
  "elements": ["O", "C", "C", "C", "C", "H", "H", "H", "H", "H", "H"],
  "positions_angstrom": [[1.536, 0.952, -1.531], [0.820, 0.435, -0.675], [-0.228, 1.037, 0.150], [0.604, -0.983, -0.098], [-0.934, -0.416, 0.265], [1.246, -1.075, 0.987], [-1.414, -0.726, 1.300], [-1.770, -0.629, -0.611], [0.880, -1.980, -0.814], [0.212, 1.422, 1.200], [-0.952, 1.963, -0.173]],
  "total_charge": 0,
  "smiles": "O=C1CCC1",
  "homo_lumo_gap_ev": 10.40
}

iii:
{
  "formula": "C4H6O",
  "method": "ωB97M-V/def2-TZVPD",
  "elements": ["O", "C", "C", "C", "C", "H", "H", "H", "H", "H", "H"],
  "positions_angstrom": [[-0.476, -1.316, -2.312], [-0.737, -0.776, 0.061], [1.054, 0.493, 0.144], [-0.513, 0.574, 0.623], [-0.924, -1.105, -1.246], [1.644, -0.206, 0.729], [-0.610, 0.607, 1.706], [-1.050, -1.532, 0.768], [-0.995, 1.385, 0.076], [1.178, 0.390, -0.936], [1.431, 1.487, 0.387]],
  "total_charge": 0,
  "smiles": "CCC=C=O",
  "homo_lumo_gap_ev": 8.94
}

Stability verdict: iii, ahead by 0.443 eV

i:
{
  "formula": "C5H10N2O",
  "method": "ωB97M-V/def2-TZVPD",
  "elements": ["O", "N", "N", "C", "C", "C", "C", "C", "H", "H", "H", "H", "H", "H", "H", "H", "H", "H"],
  "positions_angstrom": [[1.710, 0.874, -1.278], [0.463, 0.011, 2.221], [-3.333, -0.205, -0.019], [2.588, 1.148, -0.211], [-2.217, 0.215, 0.374], [-0.642, -1.266, -1.050], [-0.902, -0.414, 0.162], [-0.148, -0.316, 1.227], [-3.308, -1.053, -0.596], [0.828, 1.170, -1.029], [-1.277, -0.932, -1.872], [3.585, 0.885, -0.557], [-2.227, 1.101, 1.010], [2.346, 0.556, 0.674], [2.576, 2.209, 0.057], [0.399, -1.179, -1.354], [0.415, -0.491, 3.085], [-0.856, -2.312, -0.842]],
  "total_charge": 0,
  "smiles": "[H]/N=C\\C(C)=C=N.CO",
  "homo_lumo_gap_ev": 9.53
}

ii:
{
  "formula": "C5H10N2O",
  "method": "ωB97M-V/def2-TZVPD",
  "elements": ["O", "N", "N", "C", "C", "C", "C", "C", "H", "H", "H", "H", "H", "H", "H", "H", "H", "H"],
  "positions_angstrom": [[1.531, 0.867, -1.247], [-1.394, -0.237, -1.367], [-0.782, -1.925, 0.145], [0.006, 0.385, 0.570], [-0.527, -0.611, -0.329], [1.374, -0.099, 0.914], [-0.432, 1.793, 0.722], [1.389, -0.267, -0.633], [1.757, -1.230, -1.038], [-0.960, 1.868, 1.682], [2.044, 0.666, 1.292], [0.423, 2.467, 0.717], [-2.344, -0.577, -1.367], [-1.092, 2.116, -0.081], [1.409, -1.029, 1.480], [-1.104, 0.634, -1.795], [-1.131, -2.577, -0.545], [-0.168, -2.244, 0.880]],
  "total_charge": 0,
  "homo_lumo_gap_ev": [7.51, 7.51]
}

iii:
{
  "formula": "C5H10N2O",
  "method": "ωB97M-V/def2-TZVPD",
  "elements": ["O", "N", "N", "C", "C", "C", "C", "C", "H", "H", "H", "H", "H", "H", "H", "H", "H", "H"],
  "positions_angstrom": [[1.921, 0.019, 1.762], [0.932, 0.716, -0.443], [-0.028, 0.101, 0.076], [2.289, 0.310, -0.683], [0.037, -0.977, 0.974], [-2.302, 0.016, -1.144], [-1.356, 0.757, -0.122], [1.123, -0.950, 1.864], [2.395, -0.718, -0.553], [-1.628, 0.924, 0.889], [-1.186, 1.664, -0.610], [0.996, -1.632, 2.664], [-3.134, 0.679, -1.170], [2.586, 0.719, -1.694], [-1.981, -0.043, -2.182], [-2.770, -0.914, -0.812], [-0.893, -1.474, 1.129], [2.999, 0.803, 0.053]],
  "total_charge": 0,
  "homo_lumo_gap_ev": [8.55, 8.55]
}

Stability verdict: i, ahead by 1.222 eV

i:
{
  "formula": "C5H12NO2",
  "method": "ωB97M-V/def2-TZVPD",
  "elements": ["O", "O", "N", "C", "C", "C", "C", "C", "H", "H", "H", "H", "H", "H", "H", "H", "H", "H", "H", "H"],
  "positions_angstrom": [[2.492, 0.406, 1.641], [-2.111, 2.185, 0.903], [-1.132, 0.834, -1.479], [0.248, 0.110, 1.054], [-0.555, -0.336, -1.260], [0.144, -1.247, -2.067], [1.663, -0.473, 0.923], [-0.751, -0.775, 0.212], [1.654, -1.453, 1.404], [-1.047, 1.120, -2.467], [0.127, 1.156, 0.793], [0.133, -1.254, -3.171], [-0.384, -1.803, 0.217], [-1.779, -0.637, 0.528], [1.970, -0.437, -0.145], [0.259, -2.259, -1.661], [-0.071, -0.048, 2.087], [3.387, 0.086, 1.779], [-2.432, 3.053, 0.629], [-1.816, 1.774, 0.081]],
  "total_charge": 1,
  "homo_lumo_gap_ev": 4.82
}

ii:
{
  "formula": "C5H12NO2",
  "method": "ωB97M-V/def2-TZVPD",
  "elements": ["O", "O", "N", "C", "C", "C", "C", "C", "H", "H", "H", "H", "H", "H", "H", "H", "H", "H", "H", "H"],
  "positions_angstrom": [[1.113, -2.730, 0.649], [-3.084, 1.140, -0.497], [-0.703, 1.924, -1.177], [1.637, -1.561, 1.155], [1.334, -0.438, 0.051], [-2.326, 0.736, 0.270], [-0.824, 1.030, 0.097], [-0.165, -0.312, -0.208], [1.973, 0.382, 0.477], [1.566, -3.210, -0.014], [1.880, -0.734, -0.865], [0.984, -1.267, 1.928], [-0.421, 1.402, 1.032], [-0.707, -1.049, 0.277], [-0.286, -0.587, -1.273], [-1.253, 2.982, -1.127], [0.243, 2.023, -1.369], [2.723, -1.409, 1.465], [-2.623, 0.301, 1.170], [-1.062, 1.376, -2.040]],
  "total_charge": 1,
  "smiles": "[NH3+][C@@H](C=O)CCCO",
  "homo_lumo_gap_ev": 9.53
}

Stability verdict: ii, ahead by 2.853 eV

i:
{
  "formula": "C4H6N2S",
  "method": "ωB97M-V/def2-TZVPD",
  "elements": ["S", "N", "N", "C", "C", "C", "C", "H", "H", "H", "H", "H", "H"],
  "positions_angstrom": [[-1.901, 0.986, -0.020], [0.615, 1.142, 1.193], [0.618, 1.209, -1.144], [1.667, 0.667, 0.742], [-0.124, 1.587, -0.014], [-1.700, -0.849, 0.045], [1.649, 0.668, -0.761], [-2.709, -1.003, -0.013], [2.422, 0.554, -1.543], [-1.341, -1.242, -0.842], [2.482, 0.587, 1.483], [-0.237, 2.727, -0.036], [-1.182, -1.180, 0.912]],
  "total_charge": 0,
  "smiles": "CSC1N=CC=N1",
  "homo_lumo_gap_ev": 9.17
}

ii:
{
  "formula": "C4H6N2S",
  "method": "ωB97M-V/def2-TZVPD",
  "elements": ["S", "N", "N", "C", "C", "C", "C", "H", "H", "H", "H", "H", "H"],
  "positions_angstrom": [[-1.588, 3.828, -0.756], [0.688, -0.210, 0.451], [-0.605, 0.098, -0.081], [0.952, -1.592, -0.189], [-1.551, 2.245, -0.888], [-0.377, 1.320, -0.692], [0.656, -1.476, 1.310], [-2.490, 1.732, -1.010], [0.082, -2.308, -0.747], [-0.268, -1.649, 1.766], [1.705, -1.751, 1.929], [0.728, 1.580, -0.601], [2.067, -1.817, -0.492]],
  "total_charge": 0,
  "smiles": "S=C/C=N/N1CC1",
  "homo_lumo_gap_ev": 8.01
}

Stability verdict: i, ahead by 3.658 eV